[1]
Molecular formula: C3H12FN3O2
Method: DFT, wB97M-V/def2-TZVPD

```
21
Properties=species:S:1:pos:R:3:nbo_charge:R:1
C 1.4372 -0.6815 -0.3161 -0.2827
H 2.1520 -0.4514 -1.1270 0.2466
H 2.0378 0.3046 1.3571 0.4751
N 2.2079 -0.6498 0.9547 -0.6792
H 1.9052 -1.2720 1.7099 0.4712
C 0.3861 0.3784 -0.4552 0.5476
N -1.8060 1.3838 0.3099 -0.7863
H -2.5080 -1.4122 -0.4790 0.4331
H 1.0691 0.9568 -2.0945 0.5221
O 0.1977 0.9196 -1.6561 -0.6587
N -1.7264 -0.7958 -0.8642 -0.8599
H -2.8722 1.3779 0.3699 0.4719
H -1.3996 1.9787 1.0473 0.4513
C -1.0288 -0.1010 0.0805 0.5547
H -1.4925 -0.9493 -1.8297 0.4585
H 0.9734 -1.6371 -0.4257 0.2688
F 0.9342 1.4667 0.3055 -0.3797
H 3.2035 -0.7566 0.6808 0.4749
H -1.5439 -1.0696 1.6785 0.5173
H -1.3635 1.6221 -0.5840 0.4477
O -0.7631 -0.6124 1.3373 -0.6942
```

The frontier orbital gap is 0.4439 Eh. As for the HOMO energy: -18.94 eV. The net charge is +2. For the relative energy (zero: lowest compared OMol25 entry of this formula, charge and spin), the calculation gives 0.00 kJ/mol.

***

[2]
Molecular formula: C5H11BN2O2
Method: DFT, wB97M-V/def2-TZVPD

```
21
Properties=species:S:1:pos:R:3:nbo_charge:R:1
H -0.6752 2.1550 -0.6894 0.2266
N -0.9425 -0.4142 0.5867 -0.2754
H -1.9947 -2.0708 1.1935 0.2146
H 0.2307 0.6422 -3.5536 0.5043
C -0.9514 -1.7961 0.9537 -0.4170
C -0.1787 1.8409 0.2213 -0.4540
H 2.5344 -0.0524 0.2503 0.2135
B 0.4292 -0.0716 -1.6888 1.1400
H -1.6913 2.3592 1.8555 0.1920
H -0.4077 -2.0974 1.8218 0.1711
H 0.5377 -1.7126 -3.0097 0.4936
C 0.2647 0.2731 -0.1065 -0.1941
C 1.5314 -0.1277 0.7280 -0.6178
H 1.5328 0.6338 1.6215 0.2053
N -1.5377 0.4067 1.4968 -0.2000
O 0.4780 0.8482 -2.6347 -0.9012
H 0.6787 2.4267 0.5142 0.2178
H -0.5669 -2.3465 0.0929 0.2154
O 0.4330 -1.4155 -2.1133 -0.9235
H 1.4332 -1.0814 1.0722 0.2090
C -1.1376 1.6005 1.3876 -0.0204
```

The frontier orbital gap is 0.2922 Eh. As for the HOMO energy: -7.76 eV. For the relative energy (zero: lowest compared OMol25 entry of this formula, charge and spin), the calculation gives 146.29 kJ/mol.

***

[3]
Molecular formula: C2H3O2P
Method: DFT, wB97M-V/def2-TZVPD

```
8
Properties=species:S:1:pos:R:3:nbo_charge:R:1
O 0.4398 -1.1541 0.0777 -0.8026
P 1.6933 -0.1943 -0.0815 1.1453
H -1.4283 -1.4776 0.6107 0.1730
H -1.2577 -0.7682 -1.0367 0.1136
O -1.1251 0.4961 0.5578 -0.5795
C -0.9521 -0.6628 0.0266 0.2199
H 1.4011 2.4020 -0.1161 0.2122
C 1.2291 1.3590 -0.0385 -0.4820
```

The frontier orbital gap (alpha / beta) is 0.2513 / 0.2510 Eh. As for the HOMO energy (alpha / beta): -9.17 / -9.16 eV. For the relative energy (zero: lowest compared OMol25 entry of this formula, charge and spin), the calculation gives 452.43 kJ/mol.

***

[4]
Molecular formula: C15H44N4O7
Method: DFT, wB97M-V/def2-TZVPD

```
70
Properties=species:S:1:pos:R:3:nbo_charge:R:1
H -3.0415 -2.8350 2.6937 0.1866
H -1.2283 -2.1049 4.9339 0.1997
O 1.6244 -2.4042 1.2174 -0.7294
H -4.5101 -2.1002 3.2098 0.2024
H -1.4046 2.7291 -3.4373 0.4278
H 1.1836 3.8001 2.2292 0.1990
O -3.5491 -0.5029 4.7465 -0.6966
H 1.2286 -1.4692 -0.6885 0.1504
H -0.4211 -1.7017 -2.9485 0.4825
C -2.8744 -1.0846 3.8790 0.1158
H 0.0095 -0.1641 -2.0861 0.4105
O -1.9072 2.3272 -0.9131 -0.7581
H 1.1028 -1.7643 1.6962 0.4926
H 1.5130 5.6663 -1.4805 0.2006
N -0.4729 0.4610 -1.5065 -0.8528
H 3.2684 2.1177 -0.9826 0.2107
H 0.6888 0.1054 2.3201 0.1972
C 0.7394 -3.0843 -4.9817 -0.6294
H -1.1224 -4.2839 -0.3672 0.4006
N -0.8150 2.0079 -2.9871 -0.8437
C -3.5491 -2.3654 3.5779 -0.6054
H -0.2773 1.3809 -3.6647 0.4083
C -1.5047 -2.3444 0.3297 0.7678
H -3.0168 -0.5020 2.9221 0.1333
H 0.4840 1.1180 3.7419 0.2002
H -0.2773 4.0629 1.3239 0.2140
O -1.2571 1.6568 1.9684 -0.7194
N -0.8142 -3.3691 -0.0444 -0.8324
H 1.3486 -3.9824 -5.1447 0.2119
H 2.3654 2.6835 0.6133 0.2052
H 3.0830 4.9880 -1.6986 0.1997
H 2.7715 -1.6780 -2.6039 0.2108
H -0.9292 -0.3430 4.5283 0.2078
C 1.0398 -2.5037 -3.5816 0.1211
H -3.4278 -1.7990 0.3797 0.4216
H -3.6131 -3.1015 4.3813 0.2054
H 3.1273 -3.1929 -3.4014 0.2135
C 2.2905 4.9931 -1.0451 -0.6064
H 0.1643 -3.2865 0.2334 0.4382
C -1.3821 -1.2933 4.2100 -0.6395
H 0.6869 2.6948 -2.4709 0.4807
C -0.0711 2.0412 1.8453 0.1051
N -2.7503 -2.5161 0.0841 -0.7963
H -0.2830 -3.3524 -5.0201 0.1979
H 1.7213 1.6400 -0.5026 0.1968
C 2.5368 -2.2454 -3.4972 -0.6246
H -1.6844 1.7653 1.1602 0.4973
H 1.0380 -2.3446 -5.6760 0.2075
C 0.1463 3.4925 2.1037 -0.6373
C -1.1103 1.5787 -1.7782 0.7646
C 2.3622 2.4745 -0.4587 -0.6576
H 2.7491 -2.2869 -0.4075 0.1765
C 0.7599 1.1069 2.6785 -0.6066
C 1.5820 3.6544 -1.0936 0.1212
H -3.3327 0.4474 4.7767 0.4765
H -3.1835 -3.3831 -0.2110 0.3967
H -0.3364 3.7929 3.0433 0.2046
H -0.7995 -1.6693 3.3323 0.2105
H 2.4858 5.3585 -0.0518 0.2042
H 0.6528 3.9193 -0.5576 0.1463
H 0.1141 1.8456 0.7959 0.1423
O 0.4303 -1.4677 -3.3033 -0.7064
O -0.9379 -1.1571 0.7490 -0.7891
H -0.6142 0.1265 -0.5628 0.4495
C 2.0052 -1.6760 0.0691 -0.2614
H 2.9052 -1.6780 -4.3220 0.2071
O 1.3521 3.3685 -2.2977 -0.7402
H 1.7279 1.5564 2.5374 0.1962
H 2.4082 -0.6980 0.2762 0.1860
H 0.8013 -3.2263 -2.8128 0.1298
```

The frontier orbital gap is 0.3243 Eh. As for the HOMO energy: -8.97 eV. For the relative energy (zero: lowest compared OMol25 entry of this formula, charge and spin), the calculation gives 536.98 kJ/mol.